1.
C3HNO3 | ωB97M-V with the def2-TZVPD basis set

Atoms and positions in Å:
O1 -1.241 1.621 0.092
C1 -0.422 0.697 -0.084
C2 1.102 0.580 -0.038
N1 1.423 -0.733 0.242
O2 0.183 -1.578 -0.098
C3 -1.002 -0.738 -0.068
O3 -2.039 -1.190 0.109
H1 1.996 1.340 -0.156

Properties
- structure (SMILES) = O=C1C=NOC1=O
- LUMO level (eV) = -2.10
- HOMO-LUMO gap (eV) = 8.67
- max |F| (hartree/bohr) = 0.1166
- energy above the lowest of the compared OMol25 structures with the same formula, charge and spin (kJ/mol) = 284.3



2.
C3HNS3 | ωB97M-V with the def2-TZVPD basis set

Atoms and positions in Å:
N1 2.315 1.944 -0.317
C1 1.567 1.031 -0.210
C2 0.833 -0.239 -0.082
S1 1.571 -1.716 0.233
C3 -0.694 0.239 -0.171
S2 -1.209 1.764 0.292
S3 -1.942 -1.151 -0.212
H1 -1.160 -2.145 -0.010

Properties
- structure (SMILES) = N#CC(=S)C(=S)S
- LUMO level (eV) = -2.94
- HOMO-LUMO gap (eV) = 6.74
- max |F| (hartree/bohr) = 0.0765
- energy above the lowest of the compared OMol25 structures with the same formula, charge and spin (kJ/mol) = 101.2



> Which of these has the highest max |F|?

C3HNO3